Entry from the OMol25 dataset: a structure of composition CsH4O2 (ωB97M-V with the def2-TZVPD basis set).

Structure (XYZ):
```
7
Properties=species:S:1:pos:R:3:nbo_charge:R:1
Cs 0.857 -1.307 1.174 0.99
O -1.948 -1.025 0.435 -0.98
H -1.807 -0.869 -0.499 0.48
H -2.683 -0.456 0.665 0.50
O 1.871 1.122 -0.214 -0.97
H 2.410 0.773 -0.924 0.48
H 1.300 1.762 -0.638 0.49
```

Output
net charge: +1
highest occupied orbital energy: -0.595 hartree
E_tot: -172.8292 a.u.
M: 168.94 g mol⁻¹
2S+1: 1
E_LUMO: -3.7 eV
HOMO-LUMO gap: 12.5 eV